# 1
Here is a structure of composition C18H10Cl2F6N4O2PdSb from the OMol25 dataset. Energies are from ωB97M-V/def2-TZVPD.

Values from the calculation:
Frontier orbital gap (spin up / spin down) in eV: 6.296 / 6.247
Net charge: -2
LUMO (spin up / spin down) in eV: 4.431 / 4.430
2S+1: 2
Electronic energy in eV: -80255.68085
Energy above the lowest of the compared OMol25 structures with the same formula, charge and spin in eV: 0.571

The geometry in XYZ format:
```
44
C18H10Cl2F6N4O2PdSb | the OMol25 dataset | ωB97M-V/def2-TZVPD
Pd -0.868 -0.068 0.648
Cl 4.894 -2.779 0.566
C 3.384 -2.196 1.202
C 2.908 -0.948 0.786
C 1.727 -0.449 1.283
N 1.157 0.802 0.920
C 0.778 1.010 -0.325
O 1.166 0.257 -1.331
C 0.012 2.294 -0.545
C 0.359 3.225 -1.510
C -0.459 4.329 -1.680
C -1.584 4.465 -0.887
C -1.840 3.487 0.065
N -1.061 2.432 0.244
C 0.959 -1.206 2.231
C 1.445 -2.465 2.607
C 2.643 -2.945 2.092
Cl 3.194 -4.513 2.616
N -0.155 -0.635 2.773
C -1.230 -1.269 3.287
O -1.691 -1.120 4.414
C -1.979 -2.143 2.287
C -2.279 -3.466 2.569
C -2.824 -4.260 1.573
C -3.060 -3.698 0.326
C -2.771 -2.359 0.131
N -2.257 -1.589 1.094
H 3.450 -0.395 0.032
H 1.212 3.047 -2.151
H -0.238 5.055 -2.453
H -2.268 5.296 -1.012
H -2.710 3.545 0.712
H 0.873 -3.069 3.298
H -2.067 -3.849 3.558
H -3.048 -5.303 1.762
H -3.448 -4.288 -0.493
H -2.926 -1.875 -0.826
F -1.376 -0.092 -1.565
Sb 0.215 -0.003 -3.109
F -0.116 -0.118 -5.025
F 1.748 -1.159 -3.364
F 1.533 1.368 -3.664
F -0.661 -1.756 -3.170
F -0.992 1.532 -3.338
```



# 2
Here is a cluster of 3 separate species, C3H11NO3 in total from the OMol25 dataset. Energies are from ωB97M-V/def2-TZVPD.

Values from the calculation:
Frontier orbital gap in eV: 10.913
LUMO in eV: 0.835
Electronic energy in eV: -10922.05373
Energy above the lowest of the compared OMol25 structures with the same formula, charge and spin in eV: 0.952
Structure (SMILES): CCNC=O.O.O

The geometry in XYZ format:
```
18
C3H11NO3 | the OMol25 dataset | ωB97M-V/def2-TZVPD
C 2.914 0.622 0.694
C 1.799 -0.332 1.151
N 0.604 -0.299 0.299
C -0.175 0.808 0.215
O -1.333 0.805 -0.131
H 3.871 0.662 1.221
H 3.088 0.226 -0.313
H 2.553 1.653 0.753
H 1.461 -0.084 2.158
H 2.131 -1.368 1.206
H 0.368 -1.104 -0.259
H 0.355 1.656 0.671
O -4.229 0.128 -0.750
H -3.414 0.476 -0.368
H -4.717 0.837 -1.134
O -1.447 -1.821 -1.870
H -2.061 -1.449 -2.490
H -1.771 -1.416 -1.051
```



# 3
Here is a structure of composition C33H44CaN2O8P2 from the OMol25 dataset. Energies are from ωB97M-V/def2-TZVPD.

Values from the calculation:
Frontier orbital gap in eV: 6.210
LUMO in eV: 0.137
Electronic energy in eV: -91321.89866
Energy above the lowest of the compared OMol25 structures with the same formula, charge and spin in eV: 0.477

The geometry in XYZ format:
```
90
C33H44CaN2O8P2 | the OMol25 dataset | ωB97M-V/def2-TZVPD
Ca -0.653 -0.751 0.020
C 3.904 -0.738 3.058
C 4.213 -0.792 1.580
C 5.691 -0.764 1.280
O 3.654 0.419 0.926
P 2.139 0.595 0.599
O 1.183 -0.260 1.338
C 1.784 2.336 0.925
P 0.159 2.771 0.233
O -0.653 1.599 -0.147
O 0.462 3.659 -1.034
C 1.079 4.974 -0.919
C 0.016 6.018 -1.181
C 2.219 5.016 -1.913
O -0.507 3.693 1.317
C -1.914 3.452 1.733
C -2.860 3.969 0.675
C -2.071 4.133 3.069
O 1.906 0.411 -0.949
C 2.824 0.814 -2.007
C 3.747 -0.334 -2.341
C 1.959 1.244 -3.173
H 4.319 -1.623 3.543
H 2.829 -0.731 3.229
H 4.357 0.145 3.513
H 3.728 -1.638 1.094
H 6.157 0.121 1.716
H 5.875 -0.770 0.206
H 6.159 -1.650 1.710
H 2.561 2.986 0.516
H 1.776 2.470 2.007
H 1.463 5.089 0.099
H -0.395 5.891 -2.183
H 0.446 7.017 -1.104
H -0.790 5.930 -0.455
H 1.837 4.866 -2.924
H 2.953 4.237 -1.701
H 2.721 5.983 -1.871
H -2.027 2.374 1.830
H -2.787 5.054 0.580
H -3.880 3.706 0.962
H -2.661 3.501 -0.289
H -1.918 5.209 2.975
H -1.363 3.736 3.796
H -3.081 3.956 3.438
H 3.397 1.671 -1.634
H 3.168 -1.199 -2.662
H 4.333 -0.634 -1.475
H 4.423 -0.030 -3.142
H 1.370 0.397 -3.528
H 2.585 1.591 -3.995
H 1.283 2.047 -2.878
C -4.347 -4.030 -2.814
C -3.140 -3.378 -3.031
C -2.707 -2.395 -2.161
C -3.444 -2.035 -1.020
C -4.662 -2.706 -0.818
C -5.099 -3.678 -1.701
N -2.918 -1.117 -0.131
C -3.756 -0.349 0.652
C -4.941 0.245 0.170
C -5.680 1.108 0.955
C -5.281 1.426 2.253
C -4.125 0.843 2.751
C -3.381 -0.032 1.971
H -4.691 -4.798 -3.494
H -2.533 -3.631 -3.892
H -1.768 -1.884 -2.368
H -5.252 -2.479 0.061
H -6.038 -4.183 -1.505
H -5.260 0.020 -0.840
H -6.584 1.550 0.550
H -5.876 2.092 2.865
H -3.809 1.044 3.769
H -2.516 -0.532 2.400
O 2.505 -2.492 -0.519
C 1.609 -3.293 -0.254
N 0.308 -2.991 -0.017
C -0.379 -4.139 0.325
O -1.535 -4.193 0.682
C 0.570 -5.306 0.223
C 0.390 -6.658 0.427
C 1.500 -7.481 0.257
C 2.739 -6.955 -0.097
C 2.908 -5.587 -0.294
C 1.801 -4.781 -0.128
H -0.580 -7.050 0.703
H 1.405 -8.550 0.401
H 3.580 -7.625 -0.221
H 3.868 -5.168 -0.571
```



# 4
Here is the molecule C9H18BN3O2 from the OMol25 dataset. Energies are from ωB97M-V/def2-TZVPD.

Values from the calculation:
Frontier orbital gap (spin up / spin down) in eV: 5.245 / 6.824
LUMO (spin up / spin down) in eV: 0.475 / -3.516
2S+1: 3
Electronic energy in eV: -18861.34575

The geometry in XYZ format:
```
33
C9H18BN3O2 | the OMol25 dataset | ωB97M-V/def2-TZVPD
B -0.658 -0.153 -0.414
C -3.151 1.125 0.840
C -2.849 -1.276 -0.154
C 3.053 0.469 0.995
C 0.853 0.019 2.043
C 0.817 1.836 -0.671
C 1.636 -0.237 -1.737
C -1.047 -2.220 -1.552
C 1.706 -0.141 0.760
C 0.845 0.341 -0.518
N -2.117 1.566 0.227
N -3.360 -0.323 0.661
N -1.522 -1.063 -0.788
O -3.930 1.633 1.612
O -3.390 -2.317 -0.230
H 3.028 1.498 0.855
H 3.279 0.220 1.993
H 3.828 0.032 0.423
H 0.858 -0.810 2.619
H 1.186 0.883 2.683
H -0.172 0.229 1.699
H 0.624 2.383 0.299
H 0.115 2.151 -1.445
H 1.885 2.067 -0.885
H 1.397 0.233 -2.658
H 1.372 -1.347 -1.920
H 2.726 -0.031 -1.732
H -0.713 -1.861 -2.547
H -0.238 -2.745 -1.075
H -1.849 -2.923 -1.406
H 1.906 -1.118 0.705
H -1.859 2.480 0.108
H -4.260 -0.599 1.209
```



# 5
Here is a structure of composition C23H19ClMnN6O3 from the OMol25 dataset. Energies are from ωB97M-V/def2-TZVPD.

Values from the calculation:
Frontier orbital gap (spin up / spin down) in eV: 6.034 / 6.567
LUMO (spin up / spin down) in eV: -0.959 / -1.054
2S+1: 6
Electronic energy in eV: -83086.47220
Energy above the lowest of the compared OMol25 structures with the same formula, charge and spin in eV: 0.156

The geometry in XYZ format:
```
53
C23H19ClMnN6O3 | the OMol25 dataset | ωB97M-V/def2-TZVPD
Mn 0.007 0.380 -0.054
N -2.459 -2.221 -2.620
C -1.614 -2.171 -1.592
N -1.404 -0.909 -1.264
C -2.160 -0.226 -2.165
N -2.815 -0.982 -3.011
C -2.155 1.238 -2.178
C -2.877 2.009 -3.081
N -2.800 3.332 -3.061
C -2.009 3.886 -2.150
C -1.284 3.126 -1.242
N -1.366 1.800 -1.261
H -2.733 -3.023 -3.167
H -1.165 -3.034 -1.131
H -3.515 1.546 -3.822
H -1.943 4.966 -2.135
H -0.635 3.576 -0.502
C 2.033 0.982 -0.750
C 1.797 0.045 -1.811
C 2.031 -1.348 -1.617
C 1.580 -2.291 -2.506
C 0.881 -1.907 -3.662
C 0.712 -0.541 -3.922
C 1.172 0.406 -3.037
C 0.246 -2.897 -4.469
N -0.269 -3.746 -5.055
H 2.133 2.028 -1.030
H 2.723 0.650 0.021
H 2.566 -1.664 -0.729
H 1.761 -3.341 -2.312
H 0.207 -0.231 -4.829
H 1.047 1.458 -3.272
C -1.587 4.500 2.142
C -2.532 3.363 1.883
C -3.903 3.588 1.788
C -4.777 2.534 1.588
Cl -6.480 2.860 1.459
C -4.322 1.229 1.489
C -2.960 0.996 1.569
C -2.082 2.055 1.748
O -0.717 1.811 1.720
C -0.170 1.255 2.944
C 0.202 -0.230 2.814
O 0.506 -0.798 3.844
O 0.167 -0.727 1.629
H -1.961 5.424 1.700
H -0.591 4.298 1.751
H -1.477 4.672 3.215
H -4.293 4.594 1.872
H -5.021 0.416 1.348
H -2.568 -0.012 1.487
H -0.892 1.377 3.750
H 0.727 1.827 3.183
```



# 6
Here is a structure of composition C25H51BrClF9MgN5O13S from the OMol25 dataset. Energies are from ωB97M-V/def2-TZVPD.

Values from the calculation:
Frontier orbital gap in eV: 0.507
Net charge: +1
LUMO in eV: -7.164
Electronic energy in eV: -184098.08462

The geometry in XYZ format:
```
107
C25H51BrClF9MgN5O13S | the OMol25 dataset | ωB97M-V/def2-TZVPD
C 4.292 3.557 -3.328
C 3.122 3.877 -2.315
C 1.848 3.133 -2.804
O 1.312 3.371 -3.838
O 1.272 2.145 -1.952
C 0.125 2.766 -1.347
C -1.216 2.081 -1.758
N -2.200 2.978 -2.406
C -3.285 2.540 -3.048
N -4.038 3.573 -3.560
C -3.316 4.647 -3.190
N -3.522 5.979 -3.373
N -2.192 4.307 -2.493
H 3.948 3.881 -4.341
H 5.197 4.107 -2.972
H 4.505 2.474 -3.405
H 3.390 3.488 -1.309
H 2.911 4.962 -2.204
H 0.165 3.854 -1.566
H 0.229 2.626 -0.217
H -0.953 1.281 -2.483
H -1.691 1.655 -0.841
H -3.566 1.484 -3.170
H -4.328 6.416 -2.943
H -2.843 6.528 -3.885
H -1.525 4.980 -2.132
F 6.589 2.874 -3.411
C -2.842 -2.987 1.012
C -2.499 -2.706 -0.439
O -1.778 -1.493 -0.630
C -0.524 -1.398 0.029
C 0.470 -2.467 -0.387
H -3.424 -2.164 1.433
H -3.422 -3.904 1.093
H -1.949 -3.103 1.628
H -3.424 -2.605 -1.009
H -1.953 -3.544 -0.882
H -0.666 -1.396 1.114
H -0.122 -0.416 -0.231
H 0.118 -3.470 -0.143
H 1.424 -2.315 0.121
H 0.640 -2.433 -1.466
O 4.512 1.392 -5.505
H 3.670 1.811 -5.780
H 5.177 1.402 -6.227
H 4.369 0.490 -5.153
C -4.196 -7.281 3.641
C -3.253 -6.178 3.127
C -1.913 -6.043 3.850
F -2.063 -5.737 5.152
F -1.188 -5.037 3.293
F -3.919 -4.999 3.121
F -2.983 -6.468 1.821
O -5.226 -6.883 4.539
C -4.923 -6.795 5.896
C -5.053 -5.368 6.433
F -4.236 -4.521 5.771
F -4.702 -5.326 7.738
F -3.713 -7.333 6.132
F -5.817 -7.583 6.532
H -4.737 -7.640 2.765
H -3.652 -8.152 4.010
H -1.328 -6.964 3.770
H -6.078 -5.006 6.330
C -8.234 -9.015 4.998
O -9.477 -9.390 5.590
C -10.440 -8.477 5.455
O -10.336 -7.416 4.898
O -11.545 -8.948 6.048
C -12.662 -8.069 5.981
H -7.529 -9.826 5.168
H -8.348 -8.874 3.923
H -7.843 -8.114 5.464
H -12.938 -7.886 4.947
H -12.449 -7.125 6.493
H -13.517 -8.565 6.505
C 7.796 6.050 -5.469
C 6.767 6.810 -4.635
C 7.085 8.318 -4.497
O 8.104 8.628 -3.602
C 9.423 8.484 -4.116
N 6.638 6.159 -3.342
H 8.712 5.844 -4.917
H 7.386 5.086 -5.773
H 8.059 6.606 -6.373
H 5.805 6.731 -5.152
H 6.138 8.819 -4.073
H 7.280 8.782 -5.472
H 9.479 8.742 -5.177
H 9.777 7.464 -3.955
H 10.076 9.153 -3.558
H 5.880 6.602 -2.826
H 7.467 6.387 -2.797
Br 4.637 9.784 -3.943
C 5.636 1.693 2.218
C 6.906 2.520 2.302
O 7.571 2.303 1.057
S 6.469 2.079 -0.103
O 6.261 3.310 -0.767
O 6.770 0.871 -0.780
O 5.199 1.826 0.864
H 5.837 0.636 2.409
H 4.867 2.045 2.903
H 7.541 2.223 3.134
H 6.678 3.586 2.382
Mg 0.952 1.935 1.010
Cl -14.911 -8.716 5.370
```